The following is a quantum chemistry calculation of a molecular structure, C8H10N3O in a non-equilibrium geometry, from the Open Molecules 2025 dataset.

Results
**Kohn-Sham gap**: 7.986 eV
**Maximum force**: 5.42 eV/Å
**ΔE to the lowest compared entry with this formula, charge and spin**: 4.597 eV

Structure (ORCA input):
```
! RIJCOSX wB97M-V def2-TZVPD def2/J DEFGRID3
* xyz 1 1
H 3.315 -2.700 -0.756
C -0.015 2.279 1.525
O 1.919 2.112 -0.118
H 1.185 -0.070 -1.992
C -1.233 1.716 1.958
H 0.320 3.357 1.780
C -1.275 -1.388 -0.177
C -1.733 0.500 1.487
H -2.315 -1.406 -0.272
C -0.862 -0.080 0.468
H -0.621 -2.501 -1.925
N -0.498 -1.487 -1.554
C 0.783 1.640 0.505
H -1.922 2.248 2.548
C 0.369 0.363 0.108
N 2.818 -1.841 -0.792
H -2.732 0.132 1.542
H -0.983 -2.169 0.488
H -0.940 -0.780 -2.139
H 1.988 3.047 -0.271
C 0.847 -0.938 -1.357
N 1.586 -2.034 -1.058
*
```


The following is a quantum chemistry calculation of 4 unconnected molecules or ions with the total composition C4H15NO3 in a non-equilibrium geometry, from the Open Molecules 2025 dataset.

Results
**Kohn-Sham gap**: 8.123 eV
**SMILES**: CC(C)=CN.O.O.O
**Maximum force**: 1.74 eV/Å
**ΔE to the lowest compared entry with this formula, charge and spin**: 1.264 eV

Structure (ORCA input):
```
! RIJCOSX wB97M-V def2-TZVPD def2/J DEFGRID3
* xyz 0 1
H 1.239 0.187 -0.813
H -1.820 0.155 0.796
N -0.467 -2.325 0.658
C -1.718 0.229 -0.289
C -1.001 -0.485 -2.574
H -0.161 0.908 3.057
H 2.227 2.870 1.694
H -0.500 -1.299 -3.097
C -0.872 -0.733 -1.071
H -0.474 0.372 -3.000
H -1.591 1.304 -0.451
H 0.497 -2.328 -1.249
O 2.423 3.736 2.068
H -1.038 -1.722 1.207
C -0.192 -1.798 -0.608
O -0.124 -0.019 2.749
H -2.065 -0.469 -2.801
H 2.286 -0.337 0.190
H 3.022 4.292 1.523
H 0.638 0.077 2.180
H 0.245 -2.872 1.108
H -2.743 0.050 -0.646
O 2.191 0.205 -0.629
*
```


The following is a quantum chemistry calculation of 2 unconnected molecules or ions with the total composition C22H36BrF9NO3Si, from the Open Molecules 2025 dataset.

Results
**Kohn-Sham gap**: 6.349 eV
**Maximum force**: 0.96 eV/Å

Structure (ORCA input):
```
! RIJCOSX wB97M-V def2-TZVPD def2/J DEFGRID3
* xyz -1 1
C 0.880 4.182 -1.518
H -2.214 5.360 -0.384
H 0.248 -7.940 -1.320
C -1.569 -0.434 1.144
H -0.520 -6.838 2.149
H -2.679 -5.920 -0.196
O -5.116 4.612 1.283
F -0.655 0.454 0.668
H 5.070 0.997 -1.465
H 5.450 0.100 0.673
C 1.571 2.994 -0.841
C -2.054 3.259 -0.969
H 1.654 4.893 -1.813
C -4.771 3.928 0.319
C -2.202 -2.067 -2.446
Si -3.160 2.920 0.506
C -3.643 1.083 0.663
H -4.665 1.122 1.044
H 2.052 1.204 3.484
C -0.375 -7.500 1.278
H 0.360 3.820 -2.406
N -0.930 -7.018 0.152
H -2.552 0.797 2.519
F -2.027 -3.359 -2.208
H 1.906 3.327 0.143
H 0.838 2.206 -0.668
C 4.261 0.355 -1.112
C -1.741 -1.571 0.067
H -1.173 2.625 -0.961
H 0.099 5.958 -0.541
H -2.661 3.010 -1.841
H -1.692 5.125 -2.041
C -0.133 4.892 -0.590
H -0.021 4.500 0.421
F -3.492 -1.816 -2.441
F -0.860 -2.564 0.342
C 4.088 1.030 2.780
H 2.621 -0.465 3.346
C 3.733 1.193 1.291
C -1.645 -5.756 0.114
F -0.969 -1.061 2.205
F -2.982 -2.103 0.160
C -1.469 -1.175 -1.414
H 3.679 2.868 -1.208
F -0.151 -1.274 -1.645
H -3.727 0.622 -0.318
H -1.170 -5.069 -0.585
C 2.769 2.428 -1.615
Br -1.983 3.513 2.354
H 2.650 0.481 -2.537
F -1.856 0.073 -1.672
H -3.458 -0.605 2.011
H 4.042 2.180 0.945
H 4.911 0.320 2.880
H 3.980 -0.845 0.656
C -1.592 4.734 -1.028
C -0.803 -7.797 -1.067
F -1.723 -1.804 -3.649
C 4.393 0.134 0.401
H 2.696 2.719 -2.662
O 0.229 -8.554 1.352
H -1.643 -5.300 1.102
H 2.650 1.133 1.187
H -1.301 -7.271 -1.878
H 2.145 0.485 -0.879
C -2.836 0.213 1.645
H 4.446 1.980 3.177
O -5.347 3.697 -0.761
H 3.170 0.540 4.680
C 2.910 0.548 3.622
H 4.421 -0.615 -1.589
C 2.898 0.888 -1.557
H -1.255 -8.781 -0.939
*
```


The following is a quantum chemistry calculation of a molecular structure, C23H13Cl5N2NiO3, from the Open Molecules 2025 dataset.

Results
**Kohn-Sham gap (alpha / beta)**: 6.935 / 6.939 eV
**Maximum force**: 0.80 eV/Å

Structure (ORCA input):
```
! RIJCOSX wB97M-V def2-TZVPD def2/J DEFGRID3
* xyz 0 3
C 2.476 1.306 3.968
H 3.357 1.866 -4.713
H 2.817 3.156 -2.687
H -4.175 -5.307 0.300
H -4.183 -3.366 1.757
C 2.625 1.482 -4.015
O 1.021 2.376 -0.826
H 1.123 3.987 0.379
C 1.657 3.389 4.828
C -3.093 -1.597 1.416
C 0.748 0.501 -2.210
O -1.868 0.316 0.913
H 2.226 -0.295 -5.147
C 1.599 3.653 -0.536
H -0.917 -3.103 -2.687
N -0.194 0.105 -1.222
H 0.548 -1.153 -3.527
H -3.459 -1.075 2.290
C 1.388 1.719 -1.983
H 1.390 4.347 -1.349
C 1.565 1.417 2.930
C 2.323 2.214 -2.873
C -3.010 -5.488 -1.482
C -3.482 -2.849 1.111
O -0.167 2.586 1.798
C 2.530 2.301 4.935
Cl 1.476 0.186 1.690
C 1.055 -0.214 -3.357
H 2.675 3.554 -0.390
Cl 3.660 2.194 6.232
Cl -0.317 4.821 3.631
C -3.459 -4.834 -0.362
H -1.731 -5.360 -3.209
H -3.367 -6.482 -1.717
C -2.154 -0.882 0.589
C -1.617 -1.554 -0.560
C -2.076 -2.902 -0.892
C -1.629 -3.587 -2.034
C -3.004 -3.541 -0.055
C -2.087 -4.851 -2.322
Cl 3.528 -0.056 4.040
C 0.754 3.481 3.780
Cl 1.709 4.632 6.017
N -0.712 -1.042 -1.407
C 0.668 2.488 2.780
Ni -0.207 1.188 0.435
C 1.991 0.272 -4.257
*
```


The following is a quantum chemistry calculation of a gas-phase ion, C5H9NO (charge +1) in a non-equilibrium geometry, from the Open Molecules 2025 dataset.

Results
**Kohn-Sham gap (alpha / beta)**: 11.333 / 6.580 eV
**Maximum force**: 2.46 eV/Å
**ΔE to the lowest compared entry with this formula, charge and spin**: 1.513 eV

Structure (ORCA input):
```
! RIJCOSX wB97M-V def2-TZVPD def2/J DEFGRID3
* xyz 1 2
H 1.279 1.543 1.276
C -1.926 -0.264 -0.304
H -0.410 0.993 1.388
C 0.532 0.880 0.828
N 0.304 -1.325 -0.123
H -0.358 1.842 -0.900
H 2.129 -0.702 0.826
H 0.894 -1.896 -0.726
H -1.886 -0.242 0.804
H -0.546 -0.577 -1.971
O -2.806 -0.205 -1.074
H 0.836 -1.013 1.924
C 0.236 0.956 -0.687
H 1.138 1.012 -1.297
C 1.037 -0.604 0.923
C -0.453 -0.397 -0.887
*
```


The following is a quantum chemistry calculation of a molecular structure, C16H30MoN2SSi2, from the Open Molecules 2025 dataset.

Results
**Kohn-Sham gap (alpha / beta)**: 6.982 / 6.837 eV
**Maximum force**: 0.21 eV/Å
**ΔE to the lowest compared entry with this formula, charge and spin**: 0.994 eV

Structure (ORCA input):
```
! RIJCOSX wB97M-V def2-TZVPD def2/J DEFGRID3
* xyz 2 3
C -3.316 -0.766 0.672
H -2.523 -1.115 -3.055
H 3.786 2.090 0.743
H -0.437 2.656 -2.613
H 2.622 2.215 2.058
H 4.361 -0.597 -0.748
Si -0.539 0.167 -2.295
S -1.761 -1.698 0.372
H -0.382 -2.840 1.868
H 2.745 -0.805 2.762
C 2.863 -1.054 1.705
H -1.018 1.240 4.162
C 1.803 -0.488 -3.605
C -1.440 -1.232 -3.142
H -3.156 0.819 -0.781
H -2.026 2.015 -3.065
N -0.373 -0.098 2.614
H -1.211 -1.248 -4.210
C -0.952 1.816 -3.083
H -0.781 -1.672 3.985
H 2.417 -2.031 1.512
H 1.106 -0.484 -4.436
C -3.222 0.707 0.301
H -2.390 2.635 2.577
C 1.349 -0.162 -2.321
C 4.042 -0.848 -2.828
H -1.167 -2.205 -2.731
H -3.585 -0.916 1.717
H -0.650 1.804 -4.134
C -2.137 1.596 2.369
Si 2.177 0.261 0.577
H 0.570 -0.233 2.961
H 3.939 -1.160 1.540
H -0.066 1.951 2.862
C 3.124 -0.812 -3.867
H -4.092 -1.238 0.071
Mo -0.296 0.231 0.197
H 2.202 2.760 0.417
C -0.849 1.222 3.082
H 5.076 -1.101 -3.015
H 3.434 -1.038 -4.878
N -2.020 1.382 0.890
H -2.970 0.996 2.733
C -1.329 -2.321 2.030
H -2.066 -3.072 2.316
C 2.295 -0.190 -1.257
H -4.131 1.214 0.635
C 2.725 1.994 0.994
C -1.203 -1.233 3.079
H -2.188 -0.861 3.357
H -1.980 2.301 0.450
C 3.621 -0.556 -1.542
*
```